{
  "formula": "C24H40N6O2PSeTeV",
  "method": "ωB97M-V/def2-TZVPD",
  "gap_ev": [5.9, 7.0],
  "multiplicity": 4,
  "total_charge": -1,
  "e_above_lowest_kcal_mol": 20.0,
  "species": ["V", "O", "C", "O", "C", "C", "C", "C", "C", "N", "H", "H", "H", "H", "C", "Te", "C", "H", "H", "H", "H", "H", "H", "N", "P", "N", "C", "C", "C", "C", "C", "N", "C", "C", "C", "C", "C", "N", "C", "C", "C", "C", "C", "H", "H", "H", "H", "H", "H", "H", "H", "H", "H", "H", "H", "H", "H", "H", "H", "H", "H", "H", "H", "H", "H", "H", "H", "H", "H", "H", "H", "H", "H", "Se", "C", "N"],
  "coordinates": [[-1.847, 0.237, 1.001], [-4.569, -2.550, -0.209], [-3.888, -1.568, 0.055], [-2.889, -1.496, 0.856], [-4.189, -0.244, -0.630], [-5.224, -0.092, -1.533], [-5.435, 1.152, -2.107], [-4.592, 2.198, -1.756], [-3.571, 1.966, -0.854], [-3.368, 0.766, -0.292], [-5.829, -0.960, -1.754], [-6.237, 1.305, -2.818], [-4.711, 3.185, -2.182], [-2.866, 2.740, -0.574], [-3.557, -4.827, 2.884], [-2.050, -3.357, 3.239], [-1.317, -4.290, 5.021], [-3.115, -5.819, 2.807], [-4.029, -4.565, 1.938], [-4.297, -4.805, 3.680], [-2.101, -4.332, 5.775], [-0.506, -3.662, 5.386], [-0.943, -5.290, 4.810], [-0.348, 1.081, 0.112], [1.006, 0.734, -0.508], [1.169, 1.016, -2.184], [0.804, -0.118, -3.049], [0.690, 0.347, -4.493], [-0.497, 1.308, -4.662], [-0.752, 2.064, -3.353], [0.556, 2.289, -2.607], [2.315, 1.587, 0.147], [2.213, 1.661, 1.624], [3.099, 2.762, 2.181], [2.686, 4.132, 1.633], [2.308, 4.049, 0.139], [2.883, 2.776, -0.473], [1.471, -0.865, -0.352], [2.824, -1.282, -0.694], [3.586, -1.787, 0.528], [2.823, -2.928, 1.236], [1.414, -3.097, 0.668], [0.715, -1.752, 0.546], [-0.150, -0.572, -2.741], [1.561, -0.893, -2.963], [0.584, -0.521, -5.147], [1.625, 0.842, -4.771], [-1.393, 0.754, -4.952], [-0.290, 2.014, -5.471], [-1.410, 1.492, -2.695], [-1.247, 3.020, -3.543], [0.358, 2.891, -1.719], [1.255, 2.854, -3.239], [2.490, 0.697, 2.059], [1.174, 1.847, 1.919], [4.146, 2.553, 1.942], [3.019, 2.746, 3.269], [3.500, 4.847, 1.782], [1.835, 4.506, 2.207], [2.660, 4.930, -0.406], [1.221, 4.012, 0.033], [3.973, 2.774, -0.338], [2.721, 2.726, -1.548], [3.344, -0.429, -1.130], [2.803, -2.069, -1.461], [3.728, -0.945, 1.207], [4.584, -2.112, 0.221], [2.744, -2.711, 2.304], [3.371, -3.870, 1.151], [0.808, -3.737, 1.312], [1.450, -3.580, -0.313], [0.622, -1.313, 1.546], [-0.298, -1.905, 0.163], [0.814, -0.329, 5.247], [-0.353, -0.142, 3.899], [-1.083, -0.046, 2.998]]
}